Entry from OMol25: 8 unconnected molecules or ions with the total composition C27H60BF4NO13P2 (wB97M-V/def2-TZVPD).

Computed properties:
LUMO level in eV: -4.7
Relative energy (zero: lowest compared OMol25 entry of this formula, charge and spin) in eV: 0.7224

The geometry in XYZ format:
```
108
Properties=species:S:1:pos:R:3:forces:R:3:lowdin_charge:R:1
C 2.383130 2.762046 -2.040806 -9.661 1.023 2.408 0.057
C 1.578130 2.054046 -3.105806 -1.452 -2.945 -0.892 -0.450
C 0.101130 2.003046 -2.774806 -0.322 0.627 0.904 -0.164
C -0.602870 3.209046 -3.230806 -2.201 2.095 0.756 -0.213
C -0.511870 3.470046 -4.692806 2.066 0.601 -1.494 -0.090
C 1.051130 3.726046 -5.104806 -2.936 0.519 -0.967 -0.511
N 1.807130 2.714046 -4.449806 8.638 -3.439 -0.075 0.097
O 3.017130 2.384046 -4.864806 -6.581 2.302 1.054 0.185
C 1.638130 5.069046 -4.708806 -1.295 2.747 2.118 -0.001
C 1.108130 3.588046 -6.557806 5.513 3.716 0.713 -0.027
C 1.947130 0.559046 -3.134806 3.826 -1.319 0.868 -0.013
H 3.298130 2.817046 -2.261806 7.310 0.573 -1.265 0.024
H 2.046130 2.222046 -1.121806 1.116 0.161 -0.490 0.125
H 1.804130 3.744046 -1.906806 1.602 -0.812 -0.002 0.118
H 0.084130 2.074046 -1.681806 -0.349 -0.735 -0.074 0.129
H -0.514870 1.158046 -3.108806 0.995 -0.355 0.054 0.151
H -0.130870 4.117046 -2.620806 -1.972 -1.457 -1.112 0.160
H -1.728870 2.938046 -3.139806 1.630 1.343 0.967 0.154
H -1.111870 4.347046 -5.085806 0.760 -1.004 0.570 0.151
H -0.769870 2.561046 -5.290806 -0.153 0.622 0.518 0.138
H 2.530130 5.525046 -5.349806 -1.228 -1.761 2.088 0.152
H 1.527130 4.986046 -3.523806 1.778 0.970 -2.358 0.112
H 0.871130 5.922046 -4.855806 0.614 -1.690 -0.183 0.123
H 2.133130 3.763046 -6.953806 0.126 -1.389 0.514 0.125
H 0.864130 4.475046 -7.008806 -2.134 2.427 -0.678 0.082
H 0.659130 2.863046 -6.996806 -2.823 -4.999 -2.560 0.039
H 1.583130 0.115046 -2.169806 0.822 0.717 -0.354 0.106
H 3.110130 0.281046 -3.328806 -2.495 1.125 1.055 0.148
H 1.524130 -0.142954 -3.798806 -1.304 0.099 -1.581 0.067
B 0.411130 0.080046 0.736194 0.959 -2.741 0.045 -1.457
F 1.558130 -0.585954 0.209194 0.599 0.309 -0.380 0.068
F 0.294130 -0.412954 2.034194 -0.529 0.069 0.644 0.118
F 0.521130 1.399046 0.703194 0.861 3.389 0.182 0.192
F -0.626870 -0.241954 -0.086806 -1.771 -0.823 -0.836 0.139
C 2.993130 2.111046 2.574194 4.485 3.347 -1.825 -0.005
C 3.955130 2.138046 3.737194 0.826 -0.323 -0.140 -0.430
O 5.131130 1.880046 3.523194 -0.767 0.457 0.159 0.037
C 3.557130 2.338046 5.222194 -2.028 -6.914 -5.423 0.040
H 2.992130 1.143046 2.154194 2.236 -1.203 -2.032 0.058
H 3.032130 3.059046 1.834194 0.069 -2.583 1.697 0.156
H 2.097130 1.826046 2.760194 -7.049 0.367 2.622 -0.016
H 3.374130 1.273046 5.505194 0.625 0.714 0.437 0.122
H 2.703130 2.779046 5.362194 -4.697 2.915 0.698 0.021
H 4.327130 2.763046 5.546194 6.230 3.201 3.740 0.000
C 2.581130 -3.936954 3.762194 -0.803 -1.781 0.090 -0.030
C 3.635130 -2.883954 4.052194 1.870 -0.228 0.152 -0.453
O 4.359130 -3.125954 5.000194 -0.266 0.816 -0.338 0.035
C 3.889130 -1.625954 3.107194 2.223 -0.273 3.526 0.011
H 2.990130 -5.060954 3.690194 -0.452 2.693 0.585 0.135
H 2.128130 -3.795954 2.773194 -0.468 0.223 0.511 0.038
H 1.818130 -3.910954 4.647194 1.191 -0.096 -1.862 0.094
H 4.551130 -0.769954 3.629194 -0.675 -2.582 -1.225 0.126
H 3.014130 -1.105954 3.068194 -2.956 1.101 -0.878 0.004
H 4.211130 -1.972954 2.147194 0.292 0.123 -0.554 0.071
C -2.375870 -3.239954 0.187194 2.059 -2.863 0.325 -0.055
C -3.708870 -2.731954 0.570194 -3.401 0.015 0.845 -0.488
O -4.785870 -3.391954 0.554194 3.469 1.685 -0.086 0.015
C -3.667870 -1.269954 0.962194 0.717 1.011 1.243 -0.049
H -2.514870 -4.383954 0.288194 0.624 1.629 -0.517 0.105
H -1.423870 -2.965954 0.898194 -2.660 -0.219 -1.906 0.116
H -2.156870 -3.011954 -0.907806 -0.056 -0.213 1.487 0.109
H -4.377870 -0.861954 1.749194 0.516 -0.908 -1.172 0.105
H -3.724870 -0.664954 0.056194 -0.353 0.016 -0.136 0.080
H -2.622870 -1.043954 1.302194 -0.903 -0.163 -0.074 0.056
C -1.056870 -3.849954 6.246194 2.298 3.739 -3.435 -0.002
C -1.152870 -3.666954 4.700194 0.164 -2.527 -0.225 -0.501
O -1.229870 -4.680954 4.014194 -0.035 1.021 0.258 0.029
C -1.032870 -2.309954 4.034194 1.948 0.205 2.711 -0.017
H 0.123130 -3.654954 6.204194 -2.512 -0.087 1.590 0.131
H -1.352870 -4.763954 6.573194 -0.275 -2.957 0.519 0.028
H -1.787870 -3.146954 6.639194 0.936 0.736 0.742 0.072
H 0.062130 -1.938954 3.940194 -1.733 -0.694 0.436 0.108
H -1.584870 -1.628954 4.716194 0.165 0.157 -1.110 0.094
H -1.353870 -2.484954 3.057194 -0.961 0.422 -1.469 0.026
C 1.333130 -3.766954 -0.017806 -1.144 -1.364 1.576 -0.086
O 1.845130 -4.805954 -0.873806 -0.832 -2.271 -1.581 -0.205
P 0.740130 -5.701954 -1.657806 -1.758 0.348 -0.507 0.472
O -0.486870 -4.980954 -1.993806 -0.610 1.030 0.532 -0.249
O 1.242130 -6.279954 -3.080806 0.900 -0.321 1.129 -0.175
C 0.595130 -5.901954 -4.287806 2.052 -0.872 0.770 -0.104
O 0.388130 -6.990954 -0.740806 1.937 1.397 0.481 -0.199
C -0.853870 -7.586954 -0.933806 -1.791 -2.250 -1.180 -0.150
H 2.175130 -3.490954 0.544194 1.244 0.791 0.486 0.054
H 0.630130 -4.174954 0.788194 0.475 0.433 -1.482 0.116
H 0.940130 -2.939954 -0.566806 -0.406 0.330 -0.308 0.075
H 0.762130 -6.559954 -5.068806 0.937 -2.074 -0.973 0.077
H 0.883130 -5.013954 -4.676806 2.128 3.142 -0.671 0.058
H -0.379870 -5.711954 -4.351806 -4.502 -0.096 1.423 0.045
H -1.736870 -6.942954 -1.010806 0.529 0.263 0.691 0.091
H -1.060870 -8.537954 -0.377806 0.648 1.473 0.991 0.107
H -0.850870 -8.109954 -1.868806 0.189 0.132 -1.418 0.068
C -5.228870 6.152046 1.991194 1.134 1.685 0.349 -0.151
O -5.178870 5.185046 1.014194 0.569 -4.400 -2.547 -0.218
P -3.806870 4.259046 0.752194 2.277 4.288 3.703 0.410
O -2.679870 5.110046 1.149194 0.568 1.058 0.380 -0.263
O -3.691870 2.996046 1.689194 -3.208 0.216 -0.568 -0.188
C -2.575870 2.185046 1.779194 2.146 -2.163 -2.361 -0.121
O -3.548870 3.952046 -0.731806 -1.355 -1.331 -2.612 -0.201
C -3.945870 4.796046 -1.845806 4.542 0.255 -0.678 -0.061
H -4.971870 5.828046 2.948194 0.524 -1.183 1.643 0.068
H -6.219870 6.541046 2.110194 -0.597 0.295 -0.617 0.087
H -4.466870 6.906046 1.785194 -0.366 0.357 -0.193 0.092
H -1.633870 2.674046 1.945194 0.276 1.151 -0.539 0.082
H -2.466870 1.528046 0.830194 -0.141 1.019 1.564 0.116
H -2.547870 1.540046 2.626194 -1.211 -0.646 0.715 0.083
H -4.093870 4.185046 -2.744806 1.608 -0.223 -0.092 0.084
H -3.257870 5.785046 -1.989806 -1.841 -2.628 0.543 0.164
H -4.914870 4.905046 -1.738806 -4.827 2.212 1.228 0.014
```
Forces are in eV/Å.